1.
Computed, not measured: a molecular structure, C27H42IrN6O10 in a non-equilibrium geometry, with ωB97M-V/def2-TZVPD.

Its LUMO energy (spin up / spin down) is -7.2 / -10.6 eV. The HOMO-LUMO gap (spin up / spin down) comes out at 6.164 / 4.367 eV.

```
! wB97M-V def2-TZVPD RIJCOSX def2/J DEFGRID3
* xyz 2 6
Ir -1.123 0.697 -1.081
C 2.508 0.640 -1.871
C 1.606 1.891 -1.699
C 1.654 2.598 -0.198
C 1.750 1.837 1.162
C 1.675 2.728 2.379
C 3.120 1.139 1.345
N 0.590 0.924 1.205
C -0.575 1.142 2.085
C -1.609 0.040 1.820
N -2.256 -0.218 0.293
C -2.060 -1.734 0.100
C -0.679 -2.111 -0.546
O -0.350 -3.240 -0.406
O -0.077 -1.130 -1.199
C -3.753 0.156 0.178
C -4.073 1.206 1.231
C -4.180 0.652 -1.271
C -3.681 -0.002 -2.657
C -4.306 0.807 -3.800
C -4.191 -1.483 -2.879
N -2.169 -0.054 -2.745
C -1.465 0.631 -3.934
C 0.092 0.817 -3.540
N 0.236 1.679 -2.306
C -0.288 3.099 -2.635
C -1.432 3.464 -1.701
O -1.960 4.599 -1.885
O -1.883 2.589 -0.874
H 3.575 0.977 -1.773
H 2.481 0.168 -2.832
H 2.226 -0.101 -1.108
H 2.030 2.701 -2.288
H 0.699 3.196 -0.227
H 2.371 3.420 -0.228
H 2.598 3.325 2.418
H 1.742 2.108 3.299
H 0.754 3.376 2.387
H 3.921 1.872 1.112
H 3.173 0.247 0.662
H 3.245 0.805 2.360
H 0.102 0.841 0.208
H 0.742 -0.386 1.337
H -1.020 2.114 1.878
H -0.198 1.098 3.146
H -2.458 0.174 2.505
H -1.101 -0.875 2.138
H -2.883 -2.099 -0.582
H -2.162 -2.314 1.031
H -4.410 -0.775 0.309
H -3.206 1.868 1.494
H -4.580 0.731 2.095
H -4.762 1.965 0.844
H -3.899 1.730 -1.273
H -5.252 0.794 -1.300
H -5.416 0.533 -3.809
H -3.845 0.461 -4.736
H -4.221 1.912 -3.716
H -3.443 -2.152 -3.151
H -5.089 -1.446 -3.566
H -4.559 -1.953 -1.932
H -1.821 -1.015 -2.770
H -1.968 1.619 -4.011
H -1.572 -0.025 -4.842
H 0.655 1.237 -4.401
H 0.406 -0.187 -3.328
H -0.740 3.068 -3.655
H 0.498 3.878 -2.681
O 0.386 -1.626 3.697
C 1.104 -1.862 2.700
O 0.923 -1.558 1.497
C 2.377 -2.760 2.778
C 3.290 -2.499 1.770
C 4.596 -2.863 2.111
C 4.982 -3.633 3.210
C 3.985 -4.026 4.142
C 2.668 -3.627 3.917
N 4.335 -4.717 5.397
O 5.474 -5.143 5.484
O 3.477 -4.762 6.292
N 5.665 -2.519 1.126
O 5.416 -1.567 0.374
O 6.608 -3.292 1.058
H 3.124 -1.976 0.863
H 6.019 -3.813 3.471
H 1.837 -4.014 4.528
*
```

Löwdin population analysis, charges in e, atoms 1 to 4:
1 Ir 1.53
2 C -0.03
3 C -0.26
4 C -0.02

***

2.
Computed, not measured: 13 unconnected molecules or ions with the total composition C55H115N6O21 in a non-equilibrium geometry, with ωB97M-V/def2-TZVPD.

Its LUMO energy is 0.4 eV. The HOMO-LUMO gap comes out at 4.870 eV.

```
! wB97M-V def2-TZVPD RIJCOSX def2/J DEFGRID3
* xyz -1 1
C 6.671 -6.060 -3.684
C 6.267 -4.928 -2.787
C 6.241 -5.297 -1.302
N 5.756 -4.160 -0.441
C 6.557 -2.910 -0.558
C 5.753 -4.667 1.045
C 4.528 -4.026 1.614
C 3.770 -3.227 0.562
C 4.239 -3.928 -0.682
H 5.879 -6.812 -3.752
H 7.619 -6.552 -3.470
H 6.680 -5.760 -4.735
H 5.284 -4.598 -3.133
H 6.873 -4.053 -3.031
H 7.212 -5.471 -0.837
H 5.507 -6.081 -1.126
H 6.286 -2.184 0.213
H 6.378 -2.474 -1.540
H 7.610 -3.169 -0.451
H 6.717 -4.382 1.468
H 5.773 -5.749 0.927
H 4.624 -3.384 2.493
H 3.932 -4.853 2.010
H 3.848 -2.143 0.651
H 2.686 -3.367 0.572
H 4.194 -3.354 -1.611
H 3.683 -4.824 -0.965
C -2.122 3.417 -4.553
C -1.885 4.027 -3.151
C -2.249 5.540 -3.142
N -2.494 6.123 -1.772
C -3.634 5.419 -1.058
C -2.880 7.582 -1.957
C -1.546 8.306 -1.885
C -0.455 7.344 -1.373
C -1.265 6.139 -0.854
H -3.018 3.774 -5.061
H -2.273 2.336 -4.543
H -1.237 3.538 -5.182
H -0.877 3.917 -2.749
H -2.616 3.484 -2.550
H -3.221 5.617 -3.631
H -1.533 6.216 -3.607
H -3.299 4.435 -0.745
H -4.447 5.237 -1.764
H -4.045 6.106 -0.325
H -3.473 7.943 -1.119
H -3.404 7.752 -2.894
H -1.556 9.179 -1.235
H -1.374 8.649 -2.908
H 0.117 7.793 -0.562
H 0.286 7.251 -2.168
H -1.588 6.364 0.162
H -0.738 5.185 -0.836
C 4.445 3.577 -5.249
C 3.434 2.815 -4.419
C 3.204 1.384 -4.949
N 2.332 0.575 -4.000
C 0.995 1.205 -3.766
C 3.073 0.320 -2.666
C 2.371 -0.952 -2.166
C 2.317 -1.828 -3.362
C 2.338 -0.882 -4.579
H 5.333 2.975 -5.471
H 4.953 4.387 -4.725
H 4.048 3.902 -6.210
H 2.521 3.409 -4.383
H 3.765 2.717 -3.384
H 4.118 0.822 -5.120
H 2.639 1.464 -5.880
H 0.701 1.455 -4.788
H 1.168 2.080 -3.137
H 0.181 0.575 -3.415
H 2.932 1.194 -2.029
H 4.137 0.163 -2.834
H 1.389 -0.889 -1.700
H 2.980 -1.381 -1.369
H 1.359 -2.349 -3.330
H 3.126 -2.552 -3.444
H 1.531 -0.963 -5.306
H 3.246 -1.019 -5.164
C -4.182 -1.644 5.119
C -3.237 -2.803 4.707
C -2.047 -3.106 5.650
N -1.195 -4.278 5.122
C -1.940 -5.560 4.959
C -0.132 -4.508 6.228
C 1.020 -3.493 5.994
C 0.920 -3.195 4.487
C -0.338 -3.876 3.918
H -5.146 -1.608 4.612
H -3.682 -0.682 5.022
H -4.523 -1.798 6.147
H -2.881 -2.582 3.699
H -3.906 -3.660 4.601
H -2.378 -3.342 6.661
H -1.325 -2.292 5.724
H -2.627 -5.592 4.116
H -2.560 -5.715 5.842
H -1.200 -6.354 4.887
H 0.434 -5.397 5.954
H -0.587 -4.454 7.212
H 1.925 -4.068 6.171
H 0.991 -2.532 6.505
H 1.773 -3.628 3.958
H 1.005 -2.164 4.147
H -0.148 -4.808 3.393
H -0.836 -3.106 3.336
C -1.191 4.799 2.363
C -1.691 3.382 2.066
C -0.514 2.491 2.454
N -0.720 1.005 2.314
C -1.920 0.491 3.051
C 0.525 0.319 2.846
C 1.116 -0.295 1.612
C -0.100 -0.743 0.824
C -0.860 0.565 0.871
H -0.495 5.222 1.640
H -0.617 4.831 3.292
H -2.075 5.413 2.541
H -1.890 3.428 0.987
H -2.679 3.091 2.418
H -0.345 2.655 3.520
H 0.396 2.720 1.898
H -1.920 0.706 4.121
H -1.935 -0.581 2.871
H -2.796 0.980 2.635
H 0.179 -0.349 3.635
H 1.241 0.954 3.366
H 1.738 -1.162 1.838
H 1.716 0.438 1.070
H -0.635 -1.578 1.278
H 0.115 -1.016 -0.208
H -1.884 0.422 0.528
H -0.423 1.361 0.265
C -2.484 -5.567 -2.191
C -2.565 -4.310 -3.060
C -3.538 -3.330 -2.405
N -3.305 -1.888 -2.884
C -3.287 -1.798 -4.395
C -2.173 -1.143 -2.193
C -2.573 0.332 -2.232
C -4.077 0.237 -1.849
C -4.547 -1.113 -2.400
H -1.861 -6.424 -2.453
H -3.462 -5.963 -1.906
H -2.017 -5.365 -1.222
H -2.857 -4.612 -4.066
H -1.575 -3.849 -3.036
H -3.510 -3.347 -1.314
H -4.559 -3.537 -2.726
H -3.487 -0.764 -4.667
H -4.077 -2.433 -4.789
H -2.303 -2.135 -4.715
H -1.225 -1.366 -2.680
H -2.199 -1.437 -1.142
H -2.419 0.687 -3.253
H -2.023 0.982 -1.554
H -4.618 0.960 -2.463
H -4.417 0.334 -0.821
H -5.444 -1.104 -3.016
H -4.869 -1.672 -1.517
O 2.228 4.681 0.329
C 1.728 3.990 -0.720
O 1.617 4.563 -1.851
O 1.332 2.837 -0.495
H 2.525 5.504 -0.084
O -3.662 -0.697 1.028
C -3.888 -2.015 0.669
O -2.893 -2.772 0.779
O -5.063 -2.272 0.315
H -4.550 -0.401 0.735
O -0.497 -4.277 0.907
C 0.270 -4.280 -0.221
O -0.020 -3.409 -1.066
O 1.096 -5.231 -0.385
H -1.081 -3.617 0.464
O 4.808 0.818 3.610
C 4.881 -0.356 2.907
O 5.902 -0.603 2.237
O 3.879 -1.122 3.067
H 3.911 0.571 3.918
O -1.560 -0.033 6.482
C -0.657 0.948 6.842
O 0.009 0.756 7.882
O -0.523 1.920 6.067
H -1.482 -0.476 7.348
O -1.581 8.111 3.801
C -2.104 9.166 3.066
O -1.776 9.029 1.826
O -2.757 10.091 3.547
H -1.301 7.658 2.989
O -5.214 3.881 0.858
C -5.591 2.878 -0.052
O -5.864 3.149 -1.230
O -5.446 1.730 0.472
H -5.124 3.134 1.501
*
```

Löwdin population analysis, charges in e, atoms 1 to 4:
1 C -0.11
2 C -0.24
3 C -0.12
4 N -0.26

***

3.
Computed, not measured: a molecular structure, C8H3ClN2O8Sm in a non-equilibrium geometry, with ωB97M-V/def2-TZVPD.

Its LUMO energy (spin up / spin down) is 2.3 / 2.4 eV. The HOMO-LUMO gap (spin up / spin down) comes out at 9.549 / 9.666 eV.

```
! wB97M-V def2-TZVPD RIJCOSX def2/J DEFGRID3
* xyz -1 6
Sm -0.129 0.761 -0.430
O -3.053 -1.500 1.925
C -2.062 -0.940 1.496
O -1.806 -0.617 0.272
C -0.950 -0.526 2.460
C -1.077 -0.468 3.837
C 0.002 0.024 4.563
C 1.157 0.442 3.912
C 1.189 0.347 2.530
N 0.160 -0.135 1.852
C 2.324 0.858 1.640
O 3.394 1.143 2.143
O 1.988 0.944 0.396
H -2.002 -0.787 4.295
H -0.067 0.100 5.641
H 2.012 0.849 4.433
N 0.200 -0.141 -3.996
C 0.099 0.140 -2.876
O -1.507 4.677 0.223
Cl -1.045 3.372 0.002
O 0.011 3.265 -1.004
O -0.476 2.721 1.190
O -2.070 2.431 -0.450
*
```

natural (NBO) population analysis, charges in e, atoms 1 to 4:
1 Sm 1.97
2 O -0.63
3 C 0.76
4 O -0.81

***

4.
Computed, not measured: 2 unconnected molecules or ions with the total composition C4H8OS2 in a non-equilibrium geometry, with ωB97M-V/def2-TZVPD.

Its LUMO energy is 0.5 eV. As for the structure (SMILES): C=C=C.CSSO. The HOMO-LUMO gap comes out at 9.506 eV.

```
! wB97M-V def2-TZVPD RIJCOSX def2/J DEFGRID3
* xyz 0 1
C -1.326 1.631 -0.902
C -1.737 0.955 0.116
C -1.995 0.116 1.047
H -0.327 1.580 -1.319
H -1.895 2.525 -1.360
H -1.953 0.551 2.137
H -2.365 -0.946 0.977
C 0.764 -1.626 -0.959
S 1.846 -0.250 -1.104
S 1.621 0.853 0.560
O 2.509 0.007 1.769
H 0.022 -1.512 -0.113
H 1.311 -2.565 -0.775
H 0.052 -1.738 -1.812
H 3.472 0.420 1.738
*
```

natural (NBO) population analysis, charges in e, atoms 1 to 4:
1 C -0.50
2 C 0.08
3 C -0.50
4 H 0.22